Molecular formula: C10H40BF6NO14S2V
Method: DFT, ωB97M-V/def2-TZVPD

Output
- frontier orbital gap (alpha / beta) (eV) = 2.90 / 4.58
- calculated total energy (Ha) = -3877.111283
- charge = +1
- molecular weight (g/mol) = 638.30
- lowest unoccupied orbital energy (alpha / beta) (eV) = -8.87 / -7.18
- multiplicity = 3

```
75
Properties=species:S:1:pos:R:3:forces:R:3
V 0.092831 -2.333263 1.983159 2.1 4.0 0.1
B 2.400221 -0.652493 3.580299 4.9 2.3 4.0
F 3.284781 -1.661423 3.250309 0.7 -1.3 0.0
F 2.901601 0.583137 3.232929 0.7 0.4 0.4
F 1.363421 -0.749393 2.817979 -7.5 -2.7 -5.0
F 1.953381 -0.711533 4.896869 0.2 -0.4 0.1
N 0.208531 -1.091253 0.419199 -2.8 -0.3 -1.2
S 1.207541 -0.283403 -0.545341 12.7 1.4 -0.9
O 1.529031 1.041097 -0.054501 -2.2 -1.6 -1.2
O 1.334211 -0.711693 -1.946091 -2.1 1.2 3.0
F 2.572711 -1.000773 -0.003401 -1.6 -0.5 0.2
S -1.038609 -0.400443 -0.601121 -8.3 1.7 -2.4
O -1.322709 -1.111693 -1.854791 1.2 1.1 3.4
O -1.248659 1.078007 -0.590531 2.0 -4.2 0.3
F -2.213729 -0.834603 0.374209 0.7 -0.6 -0.1
C -4.855449 2.066207 1.807419 -1.2 -0.3 1.1
O -3.905009 1.086897 1.319839 -1.2 1.3 0.2
H -4.551839 2.451647 2.780739 0.4 0.2 -0.1
H -5.169539 2.896157 1.174459 1.1 -0.1 -0.6
H -5.839139 1.642367 2.009409 0.2 -0.9 0.0
H -3.261159 1.676907 0.921179 0.6 0.1 -0.5
C -2.250139 -3.886253 -3.441711 0.1 0.1 1.0
O -1.864589 -5.251393 -3.147581 -0.6 1.2 -0.3
H -2.821999 -3.748633 -4.359401 0.7 -0.2 -0.4
H -2.895549 -3.419353 -2.697701 -0.5 -0.6 0.6
H -1.377869 -3.248983 -3.296351 0.3 -0.3 -1.0
H -2.631339 -5.772493 -3.396881 0.1 -0.4 0.1
C 1.224381 -0.971743 -5.170181 -0.2 -0.6 -0.3
O -0.135199 -0.847733 -4.809721 -0.5 1.0 0.4
H 1.245371 -1.939203 -5.671851 1.0 0.1 -0.3
H 1.499861 -0.151303 -5.832821 -0.3 -0.2 -0.3
H 1.966121 -0.919133 -4.373221 -0.3 -0.2 0.4
H -0.350959 -1.293023 -3.987061 0.4 0.0 0.0
C -1.438999 -0.205073 3.953499 0.2 1.7 1.2
O -1.424359 -1.276973 3.034109 2.2 -2.2 -1.7
H -0.450869 0.120417 4.278699 0.1 -0.8 0.0
H -1.840909 0.678677 3.457959 -0.5 -0.2 0.0
H -2.051219 -0.560483 4.782339 0.1 0.5 0.1
H -2.348829 -1.449663 2.841439 -1.6 -0.5 -0.7
C -2.533609 4.825697 0.427939 -0.3 1.0 0.8
O -2.692809 3.418837 0.248889 0.7 0.3 -0.4
H -2.382059 5.037327 1.486399 -0.3 0.1 0.2
H -1.676729 5.314617 -0.035541 0.2 -0.7 -0.5
H -3.410979 5.363157 0.068139 -0.1 -0.3 0.1
H -1.791929 3.112097 0.122719 0.2 -0.3 -0.1
C 3.121751 2.126127 -3.519421 -0.6 -0.9 -0.8
O 3.975841 2.644357 -2.511871 -0.2 0.1 -0.3
H 2.161741 1.861077 -3.076441 0.2 -0.1 0.3
H 2.858941 2.701107 -4.407351 0.3 1.2 0.4
H 3.533501 1.247987 -4.016851 0.2 -0.5 0.5
H 4.812011 2.898637 -2.909081 0.1 0.2 -0.1
C 2.408831 -4.256973 0.809979 0.5 -2.3 -1.2
O 1.977721 -3.276383 1.691689 -2.9 1.3 0.8
H 1.672201 -5.060283 0.797159 0.0 0.0 -0.2
H 2.593661 -3.889463 -0.199411 -0.1 0.2 0.1
H 3.326231 -4.665483 1.233779 0.0 -0.1 -0.3
H 2.745111 -3.025093 2.210879 0.4 1.5 1.1
C -5.430369 -1.914333 1.649399 0.2 0.3 0.8
O -4.202679 -1.414863 2.177099 0.8 -0.4 0.8
H -5.712549 -2.780203 2.248349 0.2 -0.4 -0.7
H -6.205509 -1.182953 1.878179 -0.2 0.1 -0.5
H -5.243969 -2.022503 0.580909 -0.8 -0.6 0.0
H -4.126689 -0.551683 1.763889 0.4 0.9 -0.1
C 5.403721 0.089367 -0.441361 0.5 1.1 1.7
O 4.550561 0.042057 -1.528971 -0.2 -1.1 -0.9
H 4.849941 0.124817 0.496809 -0.3 0.3 0.2
H 6.117601 -0.703093 -0.216681 0.0 -0.6 -1.2
H 5.974071 1.014087 -0.529151 0.4 0.0 0.5
H 4.503991 0.946307 -1.847991 -0.3 0.3 -0.2
C 2.201931 3.908127 1.207799 -0.3 -0.7 -1.7
O 0.833421 4.168887 1.526139 0.3 -0.2 1.2
H 2.446031 2.854827 1.345909 -0.1 -0.1 0.1
H 2.144911 4.067487 0.131019 1.0 0.1 -0.1
H 3.010291 4.473877 1.671019 -0.5 0.6 0.3
H 0.690511 3.664327 2.330249 -0.4 0.2 0.2
```
Positions in Å, forces in eV/Å.

Löwdin analysis output, partial charges in e:
1 V 1.5041
2 B -1.4296
3 F 0.1636
4 F 0.1805
5 F 0.1938
6 F 0.1579
7 N -0.3134
8 S 0.5354
9 O -0.1787
10 O -0.1848
11 F -0.1797
12 S 0.6689
13 O -0.2129
14 O -0.1930
15 F -0.1685
16 C -0.1041
17 O -0.1525
18 H 0.0862
19 H 0.0878
20 H 0.0779
21 H 0.0320
22 C -0.1457
23 O -0.1165
24 H 0.0908
25 H 0.0588
26 H 0.0500
27 H 0.0703
28 C -0.1558
29 O -0.1211
30 H 0.0822
31 H 0.0822
32 H 0.0558
33 H 0.0196
34 C -0.0272
35 O -0.1800
36 H 0.0996
37 H 0.1111
38 H 0.1233
39 H 0.0654
40 C -0.1234
41 O -0.1393
42 H 0.0798
43 H 0.0850
44 H 0.0842
45 H 0.0482
46 C -0.1499
47 O -0.1050
48 H 0.0777
49 H 0.0839
50 H 0.0782
51 H 0.0973
52 C -0.0633
53 O -0.1750
54 H 0.1056
55 H 0.1141
56 H 0.1233
57 H 0.0967
58 C -0.0966
59 O -0.1796
60 H 0.0884
61 H 0.0848
62 H 0.0927
63 H -0.0017
64 C -0.1779
65 O -0.1252
66 H 0.0639
67 H 0.0788
68 H 0.0874
69 H 0.0221
70 C -0.1481
71 O -0.1220
72 H 0.0522
73 H 0.0807
74 H 0.0834
75 H 0.0649